Record 1
Here is a molecular structure, C35H41CuF3Ge2N3O3SSb from the OMol25 dataset. Energies are from the ωB97M-V functional and the def2-TZVPD basis.

Geometry (Å):
Sb1 1.081 -3.236 -0.506
Ge1 -2.315 1.658 -0.265
Ge2 0.657 2.859 -0.542
Cu1 0.372 0.422 -0.093
S1 3.359 0.417 -0.236
F1 6.955 -2.482 -2.519
F2 1.611 -3.466 5.717
F3 0.526 -9.391 -1.460
O1 -1.292 -0.477 0.207
O2 3.401 0.392 1.234
O3 -1.976 -2.293 1.303
N1 0.352 0.162 2.219
N2 2.051 0.426 -0.937
N3 -0.614 -0.845 2.366
C1 5.699 -2.673 -2.062
C2 3.353 -2.488 -2.371
C3 -4.233 6.717 0.111
C4 1.430 -3.386 1.605
C5 1.804 -6.248 -0.241
C6 0.648 -8.063 -1.248
C7 3.129 -3.045 -1.113
C8 1.686 -7.611 -0.455
C9 -5.472 6.300 -0.353
C10 0.595 -4.204 3.727
C11 -0.129 -5.846 -1.597
C12 -3.292 4.537 -0.361
C13 -2.120 3.624 -0.395
C14 -3.157 5.847 0.108
C15 -0.267 -7.209 -1.827
C16 -4.129 0.992 -2.524
C17 -3.324 1.099 1.332
C18 1.553 -3.438 4.368
C19 2.379 -2.633 2.288
C20 4.230 -3.412 -0.346
C21 -4.613 1.849 1.670
C22 0.541 -4.170 2.343
C23 2.451 -2.652 3.677
C24 -2.709 0.805 -1.990
C25 5.524 -3.226 -0.810
C26 -1.334 -1.266 1.257
C27 0.903 -5.350 -0.810
C28 4.636 -2.303 -2.861
C29 -0.875 4.065 -0.565
C30 1.622 3.355 1.108
C31 -5.625 5.002 -0.812
C32 2.118 4.800 1.127
C33 1.961 4.638 -2.497
C34 -4.545 4.134 -0.809
C35 1.556 3.182 -2.264
H1 -4.106 7.724 0.485
H2 2.514 5.055 2.112
H3 4.093 -3.846 0.636
H4 -0.089 -4.805 4.309
H5 -0.455 -1.563 3.061
H6 -0.846 -5.167 -2.042
H7 -6.587 4.662 -1.172
H8 2.260 4.786 -3.537
H9 -2.632 1.179 2.174
H10 2.408 2.513 -2.364
H11 -4.686 3.124 -1.172
H12 -4.326 2.021 -2.826
H13 0.168 0.910 2.879
H14 -3.529 0.039 1.194
H15 -6.311 6.980 -0.350
H16 1.148 5.335 -2.295
H17 -2.205 6.179 0.498
H18 2.516 -2.166 -2.978
H19 -0.700 5.126 -0.738
H20 1.300 -0.184 2.359
H21 -5.372 1.723 0.899
H22 -4.884 0.698 -1.793
H23 2.610 -5.887 0.386
H24 -2.497 -0.249 -1.828
H25 2.377 -8.319 -0.021
H26 2.807 4.926 -1.874
H27 4.821 -1.869 -3.833
H28 2.918 4.961 0.405
H29 2.439 2.662 1.304
H30 -1.981 1.182 -2.711
H31 -1.066 -7.608 -2.435
H32 6.387 -3.500 -0.219
H33 -0.219 -4.751 1.838
H34 -4.450 2.917 1.804
H35 0.894 3.208 1.912
H36 3.191 -2.074 4.212
H37 -4.275 0.366 -3.405
H38 3.077 -2.000 1.752
H39 0.834 2.874 -3.025
H40 -5.029 1.459 2.600
H41 1.321 5.510 0.902

LUMO energy (alpha / beta) (eV): -0.547 / -1.738
Kohn-Sham gap (alpha / beta) (eV): 7.2784 / 6.7681
HOMO energy (alpha / beta) (eV): -7.825 / -8.506
Spin multiplicity: 2

---

Record 2
Here is 2 unconnected molecules or ions with the total composition C35H41N3O3 from the OMol25 dataset. Energies are from the ωB97M-V functional and the def2-TZVPD basis.

Geometry (Å):
O1 -3.863 2.233 0.416
O2 3.432 0.934 3.311
O3 -1.651 0.253 0.581
N1 1.294 1.625 3.830
N2 0.122 -0.277 3.505
N3 -5.277 1.799 -1.347
C1 -6.055 0.811 -2.111
C2 -0.866 -1.153 3.261
C3 -5.932 4.031 -2.394
C4 0.396 -2.579 -1.691
C5 -0.078 1.145 3.864
C6 -0.252 -1.506 -1.068
C7 -1.655 -1.363 -1.132
C8 4.385 -1.706 5.455
C9 5.765 -1.840 5.277
C10 2.243 0.701 3.505
C11 -6.699 -0.292 -1.286
C12 -0.638 1.321 5.283
C13 -7.236 -1.278 4.346
C14 5.381 -2.728 3.058
C15 -2.361 -2.271 -1.931
C16 4.002 -2.567 3.236
C17 -0.930 1.970 2.879
C18 -4.611 -1.453 3.291
C19 3.504 -1.977 4.402
C20 1.548 -0.658 3.416
C21 -3.651 0.125 -0.670
C22 -6.409 -0.147 4.320
C23 2.031 -1.636 4.503
C24 -5.115 -0.229 3.812
C25 1.612 3.008 4.076
C26 -2.223 -0.804 3.252
C27 6.270 -2.343 4.071
C28 -6.692 -2.524 4.005
C29 -2.319 -0.253 -0.335
C30 -4.243 1.441 -0.462
C31 -3.290 -1.496 2.695
C32 -5.400 -2.615 3.493
C33 -0.341 -3.507 -2.446
C34 -1.719 -3.322 -2.592
C35 -5.961 3.095 -1.201
H1 -3.430 -2.142 -2.055
H2 -6.345 3.596 -3.306
H3 1.484 -2.670 -1.616
H4 -4.478 0.659 3.782
H5 -7.307 -3.415 4.114
H6 -4.219 -0.560 -1.274
H7 -4.964 -3.589 3.270
H8 -4.917 4.376 -2.595
H9 1.822 -1.185 5.484
H10 -2.299 -3.973 -3.245
H11 1.764 -1.096 2.423
H12 -0.458 1.984 1.889
H13 0.092 0.952 6.015
H14 7.349 -2.435 3.918
H15 -1.577 0.777 5.410
H16 -6.536 4.907 -2.142
H17 -7.013 2.862 -0.995
H18 -1.032 3.000 3.251
H19 -5.418 0.379 -2.894
H20 -2.500 0.100 3.805
H21 0.163 -4.333 -2.952
H22 3.301 -2.876 2.460
H23 -3.095 -2.198 1.881
H24 -7.435 0.119 -0.588
H25 0.329 -0.762 -0.519
H26 -6.788 0.814 4.665
H27 3.981 -1.350 6.404
H28 1.424 -2.549 4.409
H29 -8.278 -1.181 4.655
H30 6.450 -1.549 6.078
H31 1.180 3.330 5.033
H32 2.697 3.143 4.103
H33 1.190 3.649 3.290
H34 -5.969 -0.866 -0.716
H35 -6.837 1.399 -2.605
H36 -1.934 1.563 2.749
H37 -5.536 3.604 -0.334
H38 -7.222 -0.984 -1.952
H39 5.758 -3.148 2.123
H40 -0.538 -2.176 3.029
H41 -0.815 2.387 5.471

LUMO energy (eV): -1.879
Kohn-Sham gap (eV): 4.3692
HOMO energy (eV): -6.248
Spin multiplicity: 1

---

Record 3
Here is a molecular structure, C35H42AsN2PS3V from the OMol25 dataset. Energies are from the ωB97M-V functional and the def2-TZVPD basis.

Geometry (Å):
As1 6.170 0.145 -0.266
V1 -0.120 0.765 0.757
S1 0.598 0.591 2.973
S2 0.938 2.812 0.710
S3 -2.166 0.845 -0.380
P1 1.621 -0.331 -0.595
N1 -1.295 -1.163 1.085
N2 -2.786 0.339 2.294
C1 7.763 -2.398 -3.279
C2 5.183 4.205 -2.501
C3 5.867 1.825 -1.219
C4 1.706 -2.123 -0.913
C5 4.985 4.072 -1.135
C6 1.788 -4.318 0.088
C7 9.471 -0.836 -2.649
C8 0.254 0.780 -4.259
C9 6.889 -1.811 -2.370
C10 1.992 -4.880 -1.165
C11 5.729 3.155 -3.226
C12 2.233 2.081 -3.854
C13 -1.287 -2.126 2.194
C14 1.914 -2.692 -2.165
C15 -3.115 1.756 2.492
C16 7.300 -0.734 -1.593
C17 1.641 -2.945 0.211
C18 2.410 1.443 -2.634
C19 1.793 2.345 4.748
C20 1.469 3.078 2.365
C21 2.070 4.434 2.608
C22 1.162 1.748 -4.669
C23 8.603 -0.260 -1.736
C24 6.064 1.968 -2.590
C25 1.515 0.457 -2.228
C26 5.333 2.889 -0.496
C27 -1.997 0.063 1.170
C28 3.309 0.025 0.012
C29 2.053 -4.067 -2.288
C30 0.424 0.145 -3.041
C31 1.332 2.147 3.325
C32 -2.593 -2.898 2.315
C33 4.429 -0.638 -0.776
C34 -3.800 1.936 3.832
C35 9.051 -1.910 -3.423
H1 -4.712 1.339 3.887
H2 2.935 2.847 -4.158
H3 8.941 0.576 -1.133
H4 -1.035 -1.597 3.113
H5 5.893 3.257 -4.291
H6 2.914 4.608 1.937
H7 4.559 4.887 -0.566
H8 -2.209 2.375 2.438
H9 -2.313 0.000 3.127
H10 2.418 4.547 3.634
H11 1.709 1.414 5.306
H12 3.321 -0.284 1.062
H13 7.430 -3.236 -3.878
H14 4.300 -0.510 -1.853
H15 -3.767 2.069 1.677
H16 -0.464 -2.817 2.006
H17 -3.435 -2.227 2.482
H18 -0.595 0.530 -4.882
H19 1.974 -2.063 -3.044
H20 5.179 2.794 0.573
H21 -2.535 -3.600 3.148
H22 -4.062 2.982 3.987
H23 1.026 2.252 -5.617
H24 1.487 -2.495 1.189
H25 10.478 -0.451 -2.754
H26 5.885 -2.207 -2.279
H27 1.187 3.095 5.264
H28 2.215 -4.504 -3.265
H29 9.729 -2.365 -4.134
H30 3.242 1.734 -2.006
H31 6.478 1.149 -3.167
H32 1.338 5.219 2.408
H33 2.103 -5.952 -1.266
H34 1.743 -4.948 0.967
H35 4.915 5.128 -2.999
H36 -0.305 -0.587 -2.711
H37 -2.787 -3.470 1.406
H38 4.463 -1.708 -0.564
H39 3.380 1.117 0.031
H40 2.835 2.668 4.795
H41 -1.445 -1.617 0.191
H42 -3.142 1.635 4.650

LUMO energy (alpha / beta) (eV): 0.067 / 0.460
Kohn-Sham gap (alpha / beta) (eV): 6.9411 / 7.2049
HOMO energy (alpha / beta) (eV): -6.874 / -6.745
Spin multiplicity: 2

---

Values of energy above the lowest of the compared OMol25 structures with the same formula, charge and spin, in order: 16.22; 0.00; 1.69, all in kcal/mol.